A structure of composition C44H32F9FeN5OP. Source: the OMol25 dataset; level of theory: ωB97M-V with the def2-TZVPD basis set.

CARTESIAN COORDINATES (ANGSTROEM)
Fe 0.05020 0.06928 -0.27887
C -2.37601 -0.65107 3.06774
C -1.39893 -0.70497 1.94377
N -1.32151 0.15978 0.98948
N -2.10574 1.26516 0.96435
C -1.77308 2.01122 -0.09972
O -0.85588 1.68670 -0.93593
C -2.53329 3.25934 -0.31903
C -3.32288 3.80886 0.68854
C -4.02879 4.97668 0.45140
C -3.95895 5.59209 -0.79153
C -3.17611 5.04366 -1.79851
C -2.45751 3.88369 -1.56091
C -0.43233 -1.80173 1.78247
C -0.42818 -2.90938 2.62019
C 0.42754 -3.96237 2.35236
C 1.26379 -3.87738 1.25282
C 1.22370 -2.73283 0.47638
N 0.41234 -1.70137 0.71935
H -2.91672 0.29022 3.03846
H -1.88001 -0.75275 4.03429
H -3.09644 -1.46986 2.98146
H -3.38037 3.31218 1.64734
H -4.63830 5.40573 1.23565
H -4.51703 6.50100 -0.97548
H -3.12920 5.51857 -2.76903
H -1.83892 3.44639 -2.33298
H -1.11037 -2.94732 3.45743
H 0.43236 -4.83929 2.98583
H 1.94324 -4.67690 0.99502
H 1.87837 -2.64247 -0.37442
N 1.27221 1.01874 1.06953
C 2.62479 0.71451 0.66775
C 3.69158 0.53154 1.49523
C 4.98098 0.35854 0.93609
C 5.18940 0.45132 -0.41029
C 4.09467 0.64695 -1.28777
C 4.18753 0.84230 -2.68822
C 3.04937 1.07463 -3.40597
C 1.79770 0.98351 -2.76379
N 1.67016 0.73079 -1.48526
C 2.80615 0.67623 -0.73480
H 1.09497 2.01830 0.98405
H 1.10939 0.76481 2.03922
H 3.57243 0.55619 2.57159
H 5.82078 0.20904 1.60114
H 6.19146 0.39400 -0.81622
H 5.15739 0.84320 -3.17035
H 3.08651 1.27520 -4.46748
H 0.87597 1.09015 -3.32245
F -4.43081 -6.06719 0.93919
C -4.24948 -6.01432 -0.39046
F -3.65755 -7.15941 -0.76404
F -5.46625 -5.99121 -0.95915
C -3.43493 -4.81437 -0.79512
C -2.77352 -4.81860 -2.01477
C -2.03802 -3.71104 -2.40310
C -1.94742 -2.59307 -1.57472
C -2.63248 -2.60083 -0.36307
C -3.37655 -3.70256 0.02838
P -0.99550 -1.08850 -2.01842
C 0.11064 -1.71571 -3.34047
C 1.45396 -1.96448 -3.06841
C 2.29858 -2.47080 -4.03959
C 1.80679 -2.72431 -5.31120
C 0.47387 -2.49005 -5.60617
C -0.36747 -1.99155 -4.62210
C 2.76248 -3.21827 -6.36451
F 2.13540 -3.60979 -7.47790
F 3.63241 -2.24747 -6.70812
F 3.48970 -4.25386 -5.91537
C -2.23267 -0.08201 -2.91357
C -1.93399 0.64536 -4.06293
C -2.86927 1.50126 -4.61881
C -4.10929 1.65347 -4.01691
C -4.42059 0.94240 -2.87000
C -3.48567 0.07577 -2.32566
C -5.10534 2.59254 -4.64050
F -4.52792 3.76424 -4.97022
F -6.12955 2.86287 -3.82272
F -5.61611 2.08024 -5.77378
H -2.82774 -5.68872 -2.65551
H -1.51695 -3.73759 -3.34932
H -2.60518 -1.72788 0.27068
H -3.90581 -3.69671 0.97183
H 1.85767 -1.72392 -2.09902
H 3.34191 -2.65321 -3.81413
H 0.09231 -2.69566 -6.59673
H -1.40794 -1.81227 -4.86286
H -0.97587 0.53509 -4.55433
H -2.63041 2.05495 -5.51784
H -5.38594 1.06523 -2.39903
H -3.74448 -0.47165 -1.42832

total charge = +1
Kohn-Sham gap = 0.275 Ha
spin multiplicity = 1
energy above the lowest of the compared OMol25 structures with the same formula, charge and spin = 0.630 eV

The molecule C21H16F2N6O3. Source: the OMol25 dataset; level of theory: ωB97M-V with the def2-TZVPD basis set.

CARTESIAN COORDINATES (ANGSTROEM)
C 1.64769 -3.07025 4.94895
O 2.51507 -3.27279 3.78518
C 2.30231 -2.73408 2.59165
C 3.37151 -2.94809 1.68384
C 3.35517 -2.58894 0.36083
O 4.48648 -2.81369 -0.40175
C 4.85407 -1.77892 -1.27910
C 2.20442 -1.85662 -0.04104
F 2.06617 -1.43275 -1.27706
C 1.15171 -1.45691 0.87555
N 0.16399 -0.63625 0.36311
C -1.09945 -1.41998 0.10625
C -2.20347 -0.42961 0.11742
C -3.40273 -0.58516 0.88400
N -4.35795 0.29489 0.98308
C -4.06600 1.50066 0.44884
N -4.95807 2.52653 0.52026
C -4.45746 3.74669 -0.05578
C -3.27117 3.39247 -0.72630
C -2.97184 1.87874 -0.31306
C -1.98804 0.88891 -0.37533
N -0.73481 1.15519 -0.92961
C -0.58121 1.77936 -2.15404
C 0.40433 2.73673 -2.44380
C 0.46311 3.39954 -3.65696
C -0.65591 3.16167 -4.46335
N -1.58779 2.20015 -4.17175
N -1.53150 1.52814 -3.07335
C 0.32852 0.57756 -0.32301
O 1.47922 1.09436 -0.30138
C 1.20136 -2.00054 2.13470
F 0.10703 -1.79192 2.98530
H 1.89762 -3.62904 5.90527
H 0.57725 -3.45334 4.66725
H 1.76607 -2.09189 5.24126
H 4.33144 -3.38757 2.04842
H 4.35768 -1.88238 -2.28543
H 5.92118 -1.87154 -1.43577
H 4.65938 -0.75422 -0.89930
H -1.06900 -1.94841 -0.84915
H -1.35503 -2.20439 0.84688
H -3.73166 -1.57227 1.21043
H -5.76652 2.38706 1.07624
H -4.90793 4.76956 0.09161
H -2.76317 4.14048 -1.27557
H 1.14427 2.88300 -1.59189
H 1.27862 4.04902 -4.09805
H -0.57494 3.52086 -5.45447

total charge = 0
Kohn-Sham gap = 0.319 Ha
spin multiplicity = 1
energy above the lowest of the compared OMol25 structures with the same formula, charge and spin = 2.120 eV
SMILES = COc1cc(OC)c(F)c(N2Cc3cnc4[nH]ccc4c3N(c3cccnn3)C2=O)c1F

A cluster of 3 separate species, C8H12O in total. Source: the OMol25 dataset; level of theory: ωB97M-V with the def2-TZVPD basis set.

CARTESIAN COORDINATES (ANGSTROEM)
C -1.35382 0.04084 -0.16609
C 0.60410 0.85112 -0.30263
C -2.04638 1.37342 -0.29551
C -1.62657 -0.67313 1.13138
C 1.13949 -0.35394 -0.02254
C 1.43840 -1.55431 0.36251
O -1.58238 -0.69626 -1.30244
C 3.04089 1.02750 -0.52600
C 4.11106 0.42816 -0.59992
H -1.23424 -1.59203 -1.20167
H 0.60782 1.61880 0.45877
H 0.53443 1.16213 -1.33659
H -1.22030 -1.68481 1.15386
H -1.80091 2.03272 0.53616
H -1.79679 1.86536 -1.23489
H -3.13010 1.20381 -0.29146
H -1.24030 -0.10627 1.97820
H -2.71066 -0.78675 1.25973
H 2.47527 -1.86803 0.36948
H 0.71210 -2.27669 0.71663
H 5.07889 -0.01166 -0.68698

total charge = 0
Kohn-Sham gap (spin up / spin down) = 0.250 / 0.250 Ha
spin multiplicity = 1
energy above the lowest of the compared OMol25 structures with the same formula, charge and spin = 8.327 eV

A structure of composition C25H25F2N5O4S. Source: the OMol25 dataset; level of theory: ωB97M-V with the def2-TZVPD basis set.

CARTESIAN COORDINATES (ANGSTROEM)
N 6.90264 1.82304 0.30531
C 6.33606 0.70002 0.78686
O 6.97194 -0.21014 1.29495
C 4.86726 0.66101 0.64505
N 4.20742 1.64979 0.08104
S 2.61977 1.37506 0.03404
C 2.70911 -0.17922 0.81557
C 4.06271 -0.43616 1.09207
N 4.56441 -1.51815 1.68573
H 3.92234 -2.25592 1.93836
H 5.56730 -1.56469 1.80051
C 1.66812 -1.14148 1.13180
O 1.99236 -2.22291 1.62771
N 0.35177 -0.88249 0.87592
C -0.59956 -1.93897 1.17419
C -1.48209 -1.60498 2.34653
C -2.84235 -1.87658 2.32635
C -3.67657 -1.57327 3.38378
C -3.13674 -0.97812 4.50959
C -1.78038 -0.70607 4.56405
C -0.96342 -1.01978 3.49435
H 0.09400 -0.80729 3.53782
H -1.35786 -0.24379 5.44269
H -3.77670 -0.72746 5.34143
H -4.72887 -1.79941 3.31216
F -3.38361 -2.45907 1.22507
H -0.00019 -2.82397 1.41857
H -1.20648 -2.15746 0.29160
C -0.13581 0.35985 0.31790
C 0.06973 0.47101 -1.17898
C -0.18929 1.69231 -1.79637
C -0.08074 1.82853 -3.16523
C 0.29335 0.72647 -3.91433
C 0.56383 -0.49519 -3.32874
C 0.44490 -0.61779 -1.95538
H 0.65779 -1.56857 -1.49013
H 0.85816 -1.33252 -3.94115
F 0.40061 0.84961 -5.25220
H -0.28048 2.76771 -3.65515
H -0.47767 2.53893 -1.19164
H 0.36955 1.19378 0.82423
C -1.63841 0.60305 0.62125
O -1.99446 1.30399 1.54240
N -2.47462 -0.00214 -0.23847
H -2.10208 -0.42552 -1.07740
C -3.88226 0.30320 -0.31082
H -4.15811 0.85562 0.58870
H -4.44388 -0.63390 -0.36030
C -4.14832 1.14281 -1.57081
C -5.64767 1.36576 -1.83387
H -5.95228 2.38314 -1.60255
C -5.79995 1.02645 -3.31768
H -6.77896 0.62383 -3.56432
C -4.67985 0.00734 -3.51115
H -4.31575 -0.06123 -4.53676
O -3.61270 0.47549 -2.71039
H -5.00045 -0.98961 -3.17533
H -5.60900 1.90662 -3.93163
H -6.23578 0.67924 -1.22382
H -3.60159 2.08965 -1.47854
H 6.32101 2.53337 -0.10444
H 7.90015 1.94027 0.35391

total charge = 0
Kohn-Sham gap = 0.298 Ha
spin multiplicity = 1
energy above the lowest of the compared OMol25 structures with the same formula, charge and spin = 0.109 eV

A cluster of 3 separate species, C4H10NOS2 in total. Source: the OMol25 dataset; level of theory: ωB97M-V with the def2-TZVPD basis set.

CARTESIAN COORDINATES (ANGSTROEM)
C 2.52817 -0.55150 -0.78826
C 1.67018 0.60009 -0.37775
C 1.69324 0.97538 0.85128
C -0.48574 -0.81765 -0.24679
N -1.64008 -0.45205 0.09861
O -1.91201 -0.52539 1.44940
S 1.34335 2.56247 1.40487
S -4.15510 1.06297 -0.51126
H 2.41513 -1.43147 -0.02755
H 3.45731 -0.12327 -0.85277
H 2.21440 -0.95500 -1.72567
H -0.37500 -1.01617 -1.23038
H 1.24473 1.24231 -1.23223
H 2.36013 0.41375 1.51999
H 0.09389 -1.24437 0.54359
H -2.41858 0.21722 -0.34992
H -5.18530 0.44572 -0.04116
H -2.84873 -0.40304 1.51599

total charge = -1
Kohn-Sham gap (spin up / spin down) = 0.226 / 0.226 Ha
spin multiplicity = 1
energy above the lowest of the compared OMol25 structures with the same formula, charge and spin = 3.240 eV

The molecule C2H5NO2S. Source: the OMol25 dataset; level of theory: ωB97M-V with the def2-TZVPD basis set.

CARTESIAN COORDINATES (ANGSTROEM)
C 0.99444 -1.64099 0.56149
C 0.00765 -0.52229 0.38311
N 0.23046 0.42658 -0.53366
S -0.85655 1.67777 -0.68663
O -0.25224 2.97322 -0.52802
O -2.01549 1.33578 0.03437
H 1.93165 -0.99950 0.57136
H 1.06177 -2.30070 -0.24131
H 0.95476 -2.31082 1.54988
H -0.93874 -0.40518 0.98953
H -1.11771 1.76613 -2.10012

total charge = 0
Kohn-Sham gap = 0.388 Ha
spin multiplicity = 1
energy above the lowest of the compared OMol25 structures with the same formula, charge and spin = 2.507 eV
SMILES = C/C=N/[SH](=O)=O

A structure of composition C2H24F6O18S2Zn2. Source: the OMol25 dataset; level of theory: ωB97M-V with the def2-TZVPD basis set.

CARTESIAN COORDINATES (ANGSTROEM)
Zn -2.44304 -0.31444 -2.11931
Zn 3.07504 -0.94386 0.08789
C -0.54165 0.10854 2.05953
F -1.83385 0.51368 2.27929
F 0.33412 0.65504 2.90358
F -0.49506 -1.20908 2.23012
S -0.03536 0.45596 0.22385
O -1.17123 0.10026 -0.63321
O 0.22549 1.91628 0.28960
O 1.16235 -0.31162 -0.04037
C 0.14731 -2.19971 -5.23223
F -0.71157 -3.25053 -5.24452
F 1.34223 -2.61978 -5.74850
F -0.25671 -1.23906 -5.98978
S 0.39227 -1.67409 -3.40839
O 0.68883 -2.91901 -2.75757
O 1.50443 -0.70386 -3.38842
O -0.88428 -1.14232 -2.94932
O -1.95487 1.51610 -2.78790
H -2.57341 2.22548 -2.61350
H -1.27857 1.91633 -3.33440
O 2.70851 -1.68371 1.99437
H 2.05134 -2.34891 2.19899
H 3.04925 -1.41278 2.84685
O -1.01740 -2.99043 4.61991
H -0.43911 -3.69528 4.32836
H -1.56383 -2.79769 3.85800
O -0.70885 1.98874 5.50955
H -0.74870 1.14343 5.95685
H 0.20476 2.07305 5.23671
O 3.52431 0.76868 1.10504
H 3.55058 1.69482 0.86458
H 4.10913 0.69999 1.85968
O -2.76723 -2.15471 -1.26235
H -3.21008 -2.86658 -1.72426
H -2.83691 -2.38914 -0.33692
O -2.75789 3.14703 3.52514
H -2.81843 2.39218 2.93967
H -2.08853 2.90211 4.16405
O 0.44858 4.08780 1.77333
H 1.30188 3.89287 2.16078
H 0.14345 3.24803 1.42993
O -3.98266 0.43452 -1.02177
H -4.91276 0.39584 -1.24460
H -3.92558 1.11050 -0.34648
O 2.35830 -2.65715 -0.76563
H 2.75829 -3.50785 -0.58521
H 1.78403 -2.81602 -1.51477
O 3.51324 -0.14045 -1.70016
H 3.91647 0.72327 -1.78746
H 2.95379 -0.22329 -2.47241
O 0.54148 3.47453 -2.03106
H -0.38529 3.65572 -2.18755
H 0.55340 2.97036 -1.21748

total charge = +1
Kohn-Sham gap (spin up / spin down) = 0.068 / 0.341 Ha
spin multiplicity = 2

A cluster of 3 separate species, C15H24F7NO11P2S in total. Source: the OMol25 dataset; level of theory: ωB97M-V with the def2-TZVPD basis set.

CARTESIAN COORDINATES (ANGSTROEM)
C 2.07678 -1.98718 0.96384
C 2.56465 -0.97117 0.54786
C 3.19126 0.31086 0.14611
C 3.78065 0.45455 -1.28999
C 4.27137 1.93869 -1.15250
O 5.26688 2.42554 -1.57355
N 3.25507 2.60735 -0.35125
C 2.52421 1.67904 0.50835
S 0.71640 1.83635 0.65786
O 0.08069 0.70845 1.28520
O 0.49000 2.98237 1.49894
C -0.15468 2.15451 -0.95857
F -0.85409 3.29028 -0.78488
F 0.67528 2.38720 -2.00109
C -1.20897 1.07350 -1.36775
F -2.20480 0.96017 -0.48424
F -1.79249 1.52250 -2.50479
C -0.62132 -0.35642 -1.65536
F -0.91540 -1.23599 -0.71599
F -1.16996 -0.79798 -2.79807
F 0.70700 -0.36052 -1.83266
H 1.55957 -2.80155 1.43889
H 4.09307 0.33262 0.79727
H 4.60608 -0.26762 -1.29080
H 3.05711 0.45370 -2.11639
H 2.71557 3.23675 -0.93641
H 2.89384 1.93206 1.52108
C -4.27077 0.68148 -3.38826
O -5.65635 0.73495 -3.05586
P -6.76336 0.82459 -4.32165
O -6.36671 -0.45073 -5.01074
O -6.02857 2.14187 -4.96453
C -6.09893 3.37139 -4.23536
O -8.15568 1.17187 -5.19329
C -8.54867 0.33091 -6.26381
H -3.83405 -0.18151 -2.88681
H -4.09518 0.60064 -4.45892
H -3.79452 1.58252 -3.02047
H -5.11358 3.83640 -4.24858
H -6.39306 3.21098 -3.19603
H -6.81669 4.03727 -4.71556
H -8.75990 -0.67954 -5.91600
H -7.78190 0.32045 -7.03744
H -9.46787 0.74499 -6.68126
C 5.97378 -4.05570 4.78117
O 4.72857 -3.75103 4.16270
P 3.81056 -2.48518 4.81180
O 4.90312 -1.46173 4.61260
O 3.83670 -3.14312 6.31245
C 3.04736 -4.31490 6.54546
O 2.63192 -1.38352 5.30084
C 2.94871 -0.01131 5.43603
H 6.74198 -4.04912 4.00845
H 6.24353 -3.34857 5.56163
H 5.91667 -5.05703 5.21372
H 3.64367 -5.02251 7.12046
H 2.74552 -4.79359 5.61142
H 2.15893 -4.04592 7.11738
H 3.25703 0.41902 4.48368
H 3.72318 0.12546 6.19010
H 2.04156 0.50073 5.76128

total charge = 0
Kohn-Sham gap = 0.275 Ha
spin multiplicity = 1
SMILES = C#C[C@H]1CC(=O)N[C@H]1S(=O)(=O)C(F)(F)C(F)(F)C(F)(F)F.COP(=O)(OC)OC.COP(=O)(OC)OC